[1]
ORCA calculation (wB97M-V/def2-TZVPD) on a molecular structure, C11H27N5PdS.

Last column: Löwdin charge in e.
Element x y z (Å)
H1 2.2387 -0.6037 -2.8574  0.107
C1 -1.1663 -0.3086 3.4625  -0.396
H2 -0.0823 4.0632 -0.2923  0.101
S1 -1.8162 -0.2752 1.7588  0.956
H3 1.7412 1.5379 -4.4536  0.102
H4 -1.6623 -1.1302 3.9779  0.089
H5 0.0782 -4.3297 1.4657  0.140
C2 -0.7200 3.9574 -1.1680  -0.029
N1 1.2058 1.1408 -2.4273  -0.132
H6 -0.3467 -2.7211 3.2147  0.103
H7 -1.5235 0.6092 3.9275  0.094
H8 3.0754 1.4930 -3.2900  0.103
H9 -2.2392 -2.5571 2.3685  0.083
H10 -0.3510 2.2649 -4.0747  0.087
C3 0.5733 -3.3608 1.3692  -0.151
H11 -1.6400 3.3318 -3.5274  0.105
H12 -0.7651 4.9235 -1.6651  0.105
H13 1.9931 2.8799 -3.3173  0.097
N2 0.9745 -1.2371 2.5537  -0.149
H14 -0.0619 4.0113 -3.9575  0.106
H15 1.5870 -3.5467 1.0141  0.135
H16 0.6947 -0.8680 -2.0676  0.074
N3 0.0764 1.3875 -0.4110  -0.012
H17 1.3320 -3.1688 3.3643  0.145
C4 0.3590 1.8326 -1.6416  -0.417
H18 -1.8758 -3.7042 0.2379  0.139
H19 0.2612 -2.8029 -0.5609  0.122
C5 1.5718 -0.2192 -2.0905  -0.070
C6 0.3565 -0.3546 3.5705  -0.231
H20 -1.7379 3.6911 -0.8633  0.103
H21 -3.3818 -1.9617 1.1845  0.097
H22 1.9834 -1.1350 2.6223  0.137
H23 0.6136 -0.6828 4.5814  0.141
Pd1 0.3529 -0.3959 0.5975  0.874
C7 0.6155 -2.6647 2.7153  -0.163
N4 -0.1053 -2.5306 0.3457  -0.153
H24 -1.8953 -2.1902 -0.6574  0.126
H25 -0.6322 1.9627 0.0228  0.027
C8 -0.5636 3.1599 -3.5005  -0.018
C9 -2.3228 -2.0013 1.4372  -0.389
C10 -1.5814 -2.6514 0.2779  -0.229
H26 2.1205 -0.2782 -1.1385  0.072
C11 2.0427 1.8027 -3.4414  -0.013
H27 0.7739 0.6411 3.4348  0.125
N5 -0.1510 2.9893 -2.1016  -0.141

Forces on the atoms, in the same order (eV/Å):
H 0.0 0.0 0.0
C -0.1 0.0 0.0
H 0.0 0.0 0.0
S 0.0 0.1 0.0
H 0.0 0.0 0.0
H 0.0 0.0 0.0
H 0.0 0.0 0.0
C 0.0 0.0 0.0
N 0.1 -0.1 -0.2
H 0.0 0.0 0.0
H 0.0 0.0 0.0
H 0.0 0.0 0.0
H 0.0 0.0 0.0
H 0.0 0.0 0.0
C 0.0 0.0 -0.1
H 0.0 0.0 0.0
H 0.0 0.0 0.0
H 0.0 0.0 0.0
N 0.1 0.2 0.0
H 0.0 0.0 0.0
H 0.0 0.0 0.0
H -0.1 0.0 0.0
N 0.0 0.0 -0.1
H 0.0 0.0 0.0
C 0.2 0.1 0.2
H 0.0 0.0 0.0
H -0.1 -0.1 0.0
C 0.0 0.1 -0.1
C 0.0 -0.1 0.0
H 0.0 0.0 0.0
H 0.0 0.0 0.0
H 0.0 0.0 0.0
H 0.0 0.0 0.0
Pd -0.1 0.0 0.0
C 0.1 0.0 0.0
N -0.1 0.0 0.0
H 0.0 0.0 0.0
H -0.1 -0.1 -0.1
C 0.0 0.0 0.1
C -0.1 0.0 0.0
C 0.0 -0.1 0.1
H 0.1 0.0 0.1
C 0.0 0.0 0.1
H 0.0 0.0 0.0
N -0.1 0.1 0.0

* net charge: +2
* HOMO energy (spin up / spin down): -0.5551 / -0.5558 Eh
* DFT total energy: -1234.6221 Eh
* multiplicity: 3
* <S²>: 2.0077
* gap between HOMO and LUMO (spin up / spin down): 9.735 / 7.138 eV

=====

[2]
ORCA calculation (wB97M-V/def2-TZVPD) on a molecular structure, C11H27NO3Sb at a distorted geometry.

Last column: Löwdin charge in e.
Element x y z (Å)
C1 -2.2555 2.1174 0.0588  -0.331
H1 4.2653 -0.8832 -1.2074  0.108
C2 2.2814 -2.2061 0.4046  -0.236
H2 1.9504 -2.8372 -1.5814  0.114
C3 -0.7644 2.5149 0.2175  -0.223
H3 -4.8124 -0.4312 -1.3151  -0.096
H4 -2.6227 2.5748 -0.8586  0.094
H5 3.7859 -2.1878 3.2893  0.080
H6 -4.6419 0.6661 2.0290  -0.083
H7 -2.2830 0.1852 -0.8813  0.028
H8 -1.9351 0.1337 0.8243  0.041
H9 0.2988 0.6861 0.1420  0.096
C4 3.3574 -1.2109 -1.7038  -0.197
H10 -4.2571 -1.5000 0.8225  -0.082
H11 1.3615 -0.4773 -1.7117  0.104
H12 1.5510 2.6550 -1.7103  0.107
C5 3.0285 -1.8349 2.6012  -0.114
H13 -0.6200 3.5337 -0.1355  0.099
H14 1.5897 -2.9955 0.6997  0.124
C6 0.1834 1.5616 -0.4848  -0.235
C7 2.3541 -0.0517 -1.8255  -0.210
H15 3.5323 -3.2118 -0.9611  0.112
H16 3.5857 1.5099 -1.1389  0.109
H17 -5.2220 1.7203 -0.1931  -0.085
O1 3.4029 -2.2295 1.2929  -0.193
O2 -6.7324 -0.4224 0.6350  -0.488
H18 3.6276 -1.5631 -2.6951  0.100
H19 2.3864 0.3763 -2.8226  0.111
H20 2.9655 -0.7461 2.6573  0.083
O3 -7.0984 -2.2783 1.6265  -0.088
C8 -2.5505 0.6249 0.0754  -0.466
H21 -0.2414 1.2626 -1.4329  0.109
H22 1.7712 -1.2531 0.5200  0.100
C9 1.5816 2.1426 -0.7492  -0.207
H23 -2.8241 2.5655 0.8743  0.079
H24 2.8273 0.6636 0.1739  0.101
H25 -0.5744 2.5285 1.2881  0.105
H26 1.8488 2.8997 -0.0173  0.103
C10 2.6479 1.0508 -0.8256  -0.228
Sb1 -4.6875 0.1469 0.3564  0.825
H27 2.0660 -2.2589 2.8852  0.085
N1 -6.9018 -1.1058 1.7765  -0.272
C11 2.7740 -2.4351 -0.9989  -0.183

Forces on the atoms, in the same order (eV/Å):
C 0.2 0.1 0.1
H 0.2 0.1 0.1
C 0.5 -0.1 0.5
H -0.2 0.0 -0.2
C -0.8 -0.3 0.1
H -0.2 0.0 0.1
H -0.2 -0.1 -0.2
H 0.2 0.0 0.1
H -0.1 0.1 0.0
H 0.1 -0.2 -0.2
H -0.1 -0.2 0.4
H -0.1 -0.4 0.0
C -0.5 -0.2 -0.3
H -0.2 0.1 0.1
H -0.3 0.1 0.1
H 0.0 0.2 -0.2
C 0.1 0.1 -0.5
H 0.0 0.2 -0.1
H -0.2 -0.1 0.1
C 0.6 0.7 0.3
C 0.4 -0.4 0.2
H 0.1 -0.3 0.1
H 0.3 0.0 0.1
H -0.2 0.1 0.2
O -0.2 0.0 0.1
O -0.6 -0.7 0.5
H 0.3 0.1 -0.2
H 0.0 0.1 -0.3
H -0.1 0.1 0.1
O -0.2 0.2 -0.2
C -0.1 0.3 -0.3
H -0.2 -0.3 -0.2
H -0.3 0.2 -0.1
C -0.3 -0.4 -0.4
H 0.0 0.3 0.1
H 0.0 -0.3 0.2
H 0.4 0.0 0.2
H 0.1 0.0 0.3
C -0.1 0.7 -0.1
Sb 1.6 -0.1 -0.4
H -0.1 -0.1 0.1
N 0.1 0.3 -0.3
C 0.1 0.2 0.1

* net charge: -1
* HOMO energy: -0.1498 Eh
* DFT total energy: -955.8358 Eh
* gap between HOMO and LUMO: 6.761 eV

=====

[3]
ORCA calculation (wB97M-V/def2-TZVPD) on a molecular structure, C11H28AlBINO2 at a distorted geometry.

Last column: Löwdin charge in e.
Element x y z (Å)
N1 -2.4796 0.3014 -1.9321  -0.264
H1 2.9605 -1.9455 2.3227  0.065
C1 -3.3083 2.0609 -3.3374  -0.148
H2 -1.2350 -1.5557 0.6327  0.062
H3 -2.3280 1.2558 -0.0581  0.137
C2 -0.6846 -0.6357 0.8395  -0.097
H4 -0.7055 0.5846 -3.0736  0.134
H5 -3.3553 -0.9859 -0.5151  0.119
H6 3.6453 2.1700 0.2100  0.071
H7 2.1003 -2.5091 3.7376  0.097
C3 -1.6567 1.0138 -0.8813  -0.108
B1 2.6680 0.5403 0.6271  -0.746
H8 -1.7945 1.7029 -4.8742  0.123
H9 -4.5019 0.4460 -2.5478  0.133
H10 -1.2220 -0.0838 1.6112  0.078
H11 1.9855 -0.5460 4.7219  0.029
H12 0.2956 0.9883 -0.0972  0.093
H13 -1.3414 1.9456 -1.3497  0.137
H14 3.1774 2.2876 3.0385  -0.094
C4 2.7860 -0.4952 3.9848  -0.353
H15 -3.5681 -1.4723 -2.2204  0.109
C5 -2.4730 1.1490 -4.2297  -0.138
O1 2.5929 -0.6983 -0.0549  0.005
H16 3.6578 -0.1738 4.5431  -0.011
I1 6.0097 -1.6079 3.6199  0.722
H17 -3.1187 0.5509 -4.8737  0.120
H18 -4.1663 2.4837 -3.8550  0.125
O2 2.9880 1.6064 -0.2277  0.024
C6 2.9485 -1.9088 3.4113  -0.417
C7 -3.7201 1.1278 -2.2183  -0.102
C8 4.1690 -2.6772 3.8895  -0.653
H19 4.2906 -3.5962 3.3340  0.023
H20 3.4879 -0.9991 -0.2904  0.091
H21 0.7280 1.4514 2.8630  -0.097
H22 0.0149 -0.3429 -1.1885  0.117
H23 4.0604 -2.9477 4.9325  0.041
Al1 2.2835 0.9733 2.6694  0.310
C9 -0.4453 0.2406 -0.3867  -0.219
H24 -1.6943 -0.7886 -3.5876  0.132
H25 -2.7115 2.8880 -2.9520  0.120
C10 -2.8773 -1.0620 -1.4877  0.013
H26 -4.0330 1.6271 -1.3060  0.136
C11 -1.7204 0.2440 -3.2533  -0.075
H27 -1.9927 -1.6876 -1.4366  0.104
H28 0.2838 -0.9198 1.2463  0.054

Forces on the atoms, in the same order (eV/Å):
N -0.4 0.1 -0.2
H -0.1 0.2 -0.2
C 0.0 0.0 0.0
H 0.0 0.0 -0.1
H 0.0 -0.1 0.0
C -0.1 -0.1 0.0
H 0.0 -0.1 0.1
H 0.0 -0.1 0.0
H -0.7 0.2 0.1
H -0.2 -0.2 -0.1
C 0.3 0.0 0.0
B 0.1 0.0 -0.5
H 0.1 0.0 0.0
H 0.0 0.0 0.0
H 0.1 0.0 0.1
H -0.1 0.1 0.2
H 0.0 0.0 -0.1
H -0.1 0.0 0.0
H 0.1 0.1 -0.2
C -0.7 -0.1 -0.3
H 0.0 0.0 0.0
C 0.0 0.0 -0.1
O 0.2 -0.3 0.1
H 0.3 0.0 0.0
I 0.0 -0.1 0.0
H 0.0 0.0 0.0
H 0.0 0.0 0.0
O 0.9 -0.3 -0.2
C 0.5 0.1 0.1
C 0.1 0.1 -0.1
C -0.4 -0.1 0.0
H 0.2 -0.2 -0.2
H -0.5 0.2 -0.2
H -0.2 -0.1 -0.2
H 0.1 0.1 0.0
H 0.4 0.2 0.3
Al 0.1 0.3 1.0
C 0.0 -0.1 0.2
H 0.1 0.0 0.0
H 0.0 0.0 0.0
C 0.1 0.0 0.0
H 0.0 -0.1 0.1
C 0.0 0.0 -0.1
H 0.0 0.0 0.1
H 0.0 0.0 0.1

* HOMO energy: -0.2437 Eh
* DFT total energy: -1206.0811 Eh
* gap between HOMO and LUMO: 6.125 eV

=====

[4]
ORCA calculation (wB97M-V/def2-TZVPD) on a molecular structure, C11H28Br2MnN6S at a distorted geometry.

Last column: Löwdin charge in e.
Element x y z (Å)
H1 0.7170 -3.0789 -4.0288  0.014
N1 -2.4081 2.0775 -2.3610  -0.133
H2 -1.1648 -3.0494 0.3847  0.117
H3 -2.3329 0.2603 -3.3712  0.047
N2 -0.9365 -2.2135 0.9180  -0.065
C1 1.3935 0.6033 2.5666  -0.159
H4 -0.4519 1.3748 1.7919  0.092
H5 1.9189 -2.9486 0.1508  0.104
C2 -2.4844 3.9095 -0.8866  -0.087
H6 -0.8769 -0.5489 3.0242  0.131
H7 -2.0406 2.4726 0.6837  0.130
H8 -3.5793 3.7734 -2.7910  0.137
H9 -1.8129 1.6746 -4.3231  0.105
H10 1.2497 0.8313 3.6268  0.146
H11 0.1222 -3.3591 2.3147  0.112
C3 -0.0976 -1.3140 3.0033  -0.154
H12 2.4557 0.7477 2.3574  0.127
H13 0.3793 1.7677 -0.3439  0.060
Br1 2.9186 -3.3850 -2.9317  0.717
C4 -0.6193 -2.5621 2.3173  -0.187
C5 3.0843 -1.6442 1.2225  -0.178
H14 1.9184 1.4491 0.0635  0.117
C6 -2.6037 3.5340 -2.3719  -0.071
H15 -1.7929 -1.6641 0.9172  0.014
H16 -1.4935 -2.9445 2.8452  0.136
H17 -1.8006 4.7365 -0.7173  0.125
C7 2.2457 -1.6447 2.4760  -0.158
H18 0.8382 2.5758 1.9079  0.136
C8 -2.5274 1.3058 -3.5869  -0.018
H19 1.9306 -2.6637 2.6963  0.121
N3 -1.9625 2.6628 -0.3006  0.031
H20 1.9222 -1.8847 -4.6316  0.013
C9 0.6203 1.5332 1.6707  -0.205
H21 3.5230 -0.6648 1.0297  0.120
N4 0.9538 1.1969 0.2668  -0.032
H22 -3.4515 4.1561 -0.4513  0.131
N5 1.0577 -0.7972 2.2479  -0.208
H23 0.1660 -1.5338 4.0433  0.144
N6 2.1856 -1.9667 0.0942  -0.058
S1 -1.8099 -0.0203 -0.7628  0.700
H24 2.8192 -1.3027 3.3418  0.145
Mn1 0.4389 -0.8544 -0.0189  0.292
H25 -1.8376 4.0022 -2.9909  0.135
C10 1.5205 -2.4029 -3.7710  -0.954
H26 3.9050 -2.3576 1.3050  0.136
H27 -3.5354 1.4128 -3.9848  0.109
C11 -2.0586 1.6354 -1.1694  -0.707
Br2 0.6891 -0.9852 -2.6953  0.730
H28 2.7051 -1.9023 -0.7777  0.000

Forces on the atoms, in the same order (eV/Å):
H 0.0 0.0 0.0
N 0.0 0.0 -0.1
H 0.0 -0.1 0.1
H 0.0 0.0 0.0
N 0.0 -0.4 -0.4
C 0.1 0.0 0.0
H 0.0 0.0 0.0
H 0.1 0.0 0.0
C 0.0 0.0 0.0
H 0.0 0.0 -0.1
H -0.1 0.0 0.0
H 0.0 0.0 0.0
H 0.0 0.0 0.0
H -0.1 0.0 0.0
H 0.0 0.0 0.0
C 0.1 0.0 0.1
H 0.0 0.0 0.1
H 0.0 0.1 -0.1
Br 0.1 0.0 0.1
C -0.1 0.1 0.0
C 0.0 0.0 0.0
H 0.0 0.1 0.1
C 0.0 0.0 0.0
H -0.1 -0.1 0.0
H 0.0 0.0 0.0
H 0.0 0.0 0.0
C 0.0 0.0 -0.1
H 0.0 0.0 0.0
C 0.0 0.0 0.1
H 0.0 0.0 0.0
N 0.2 0.0 0.0
H 0.0 0.0 0.0
C 0.0 0.1 -0.1
H 0.0 0.0 0.0
N 0.3 -0.1 -0.3
H 0.0 0.0 0.0
N -0.1 0.1 -0.2
H 0.0 0.0 0.0
N 0.1 0.0 -0.2
S -0.1 0.3 0.0
H 0.0 0.0 0.0
Mn -0.2 0.2 1.3
H 0.0 0.0 0.0
C -0.1 0.1 -0.1
H 0.0 0.0 0.0
H 0.0 0.0 0.0
C -0.1 -0.1 -0.1
Br -0.1 0.0 -0.3
H 0.0 0.0 0.0

* net charge: +2
* HOMO energy (spin up / spin down): -0.5363 / -0.5326 Eh
* DFT total energy: -7461.2080 Eh
* multiplicity: 2
* <S²>: 1.1354
* gap between HOMO and LUMO (spin up / spin down): 9.405 / 9.238 eV